# 1
DFT (ωB97M-V/def2-TZVPD) results for an isolated molecule of CH5BOS in a non-equilibrium geometry.

XYZ file:
```
9
CH5BOS ωB97M-V/def2-TZVPD
C 0.806 -0.282 0.228
B -0.564 0.492 -0.076
O -0.442 1.824 0.227
S -2.390 -0.031 -0.433
H 0.761 -1.407 0.451
H 1.505 -0.199 -0.733
H 1.172 0.188 1.034
H -1.102 2.479 0.475
H -2.300 -1.334 -0.087
```

Computed properties:
**SMILES**: CB(O)S
**ΔE to the lowest compared entry with this formula, charge and spin**: 0.000 eV
**2S+1**: 1
**Molar mass**: 75.9 g mol⁻¹
**Kohn-Sham gap**: 10.06 eV
**HOMO level**: -0.355 Ha

These are the Löwdin partial charges, in e, on atoms 1 to 5: -0.049 -0.794 0.043 0.685 0.079

# 2
DFT (ωB97M-V/def2-TZVPD) results for a cluster of 2 separate species, CH5BrP2 in total in a non-equilibrium geometry.

XYZ file:
```
9
CH5BrP2 ωB97M-V/def2-TZVPD
C 2.265 -0.067 0.693
P -1.280 -0.568 -0.430
P -2.696 1.102 -0.278
Br 3.817 0.491 -0.073
H 1.868 0.780 1.308
H 1.837 -1.019 0.300
H -1.420 -1.108 0.872
H -2.191 -1.517 -0.992
H -2.200 1.907 -1.401
```

Computed properties:
**ΔE to the lowest compared entry with this formula, charge and spin**: 3.808 eV
**2S+1**: 1
**Molar mass**: 158.9 g mol⁻¹
**Kohn-Sham gap (alpha / beta)**: 8.76 / 6.64 eV
**HOMO level (alpha / beta)**: -0.324 / -0.302 Ha

These are the Löwdin partial charges, in e, on atoms 1 to 5: -0.626 0.306 0.309 0.602 -0.008

# 3
DFT (ωB97M-V/def2-TZVPD) results for a cluster of 2 separate species, CH5BrP2 in total.

XYZ file:
```
9
CH5BrP2 ωB97M-V/def2-TZVPD
C 2.046 -0.708 -0.574
P -2.520 0.113 0.282
P -0.947 1.475 -0.120
Br 3.490 0.107 0.196
H 1.676 -0.311 -1.500
H 1.452 -1.361 0.035
H -2.172 -0.796 -0.716
H -1.903 -0.637 1.283
H -1.122 2.117 1.113
```

Computed properties:
**ΔE to the lowest compared entry with this formula, charge and spin**: 3.475 eV
**2S+1**: 1
**Molar mass**: 158.9 g mol⁻¹
**Kohn-Sham gap (alpha / beta)**: 7.09 / 8.19 eV
**HOMO level (alpha / beta)**: -0.307 / -0.305 Ha

These are the Löwdin partial charges, in e, on atoms 1 to 5: -0.598 0.327 0.334 0.606 -0.035

# 4
DFT (ωB97M-V/def2-TZVPD) results for a cluster of 2 separate species, CH5Cl2NP in total in a non-equilibrium geometry.

XYZ file:
```
10
CH5Cl2NP ωB97M-V/def2-TZVPD
C 1.319 -0.659 -1.641
N -1.308 1.079 1.007
P 0.383 -0.624 -0.269
Cl 1.503 -0.591 1.346
Cl -0.846 -2.124 0.103
H 2.181 -0.025 -1.661
H 0.918 -0.914 -2.535
H -1.098 0.522 1.831
H -0.764 1.965 0.911
H -2.288 1.371 0.909
```

Computed properties:
**ΔE to the lowest compared entry with this formula, charge and spin**: 1.441 eV
**2S+1**: 1
**Molar mass**: 132.9 g mol⁻¹
**Kohn-Sham gap**: 8.10 eV
**Charge**: +1
**HOMO level**: -0.540 Ha

These are the Löwdin partial charges, in e, on atoms 1 to 5: -0.152 0.003 0.144 0.406 0.402

# 5
DFT (ωB97M-V/def2-TZVPD) results for an isolated molecule of CH5Cl2OPSi in a non-equilibrium geometry.

XYZ file:
```
11
CH5Cl2OPSi ωB97M-V/def2-TZVPD
O -1.400 0.140 1.708
P -1.556 0.064 0.255
Cl -2.452 1.712 -0.613
Cl -2.654 -1.359 -0.303
C 0.248 -0.029 -0.763
Si 1.563 -0.179 0.479
H 0.258 0.800 -1.491
H -0.029 -0.734 -1.473
H 1.506 -0.930 1.694
H 2.752 -0.697 -0.287
H 1.764 1.212 0.795
```

Computed properties:
**SMILES**: O=P(Cl)(Cl)C[SiH3]
**ΔE to the lowest compared entry with this formula, charge and spin**: 1.911 eV
**2S+1**: 1
**Molar mass**: 163.0 g mol⁻¹
**Kohn-Sham gap**: 11.10 eV
**HOMO level**: -0.394 Ha

These are the Löwdin partial charges, in e, on atoms 1 to 5: -0.433 -0.193 0.263 0.450 -0.457

# 6
DFT (ωB97M-V/def2-TZVPD) results for a cluster of 2 separate species, CH5FO in total in a non-equilibrium geometry.

XYZ file:
```
8
CH5FO ωB97M-V/def2-TZVPD
C 0.000 0.000 0.000
F -1.167 -0.738 -0.026
H 0.282 0.475 -0.954
H 0.755 -0.764 0.250
H 0.003 0.769 0.790
O 0.463 -1.754 -2.079
H 0.570 -2.082 -1.157
H -0.478 -1.938 -2.300
```

Computed properties:
**SMILES**: CF.O
**ΔE to the lowest compared entry with this formula, charge and spin**: 0.068 eV
**2S+1**: 1
**Molar mass**: 52.0 g mol⁻¹
**Kohn-Sham gap**: 12.29 eV
**HOMO level**: -0.418 Ha

These are the Löwdin partial charges, in e, on atoms 1 to 5: -0.132 -0.107 0.084 0.072 0.083

Which of these has the lowest molar mass?
CH5FO